No. 1
A 2-piece molecular cluster, C7H18NS overall, computed with wB97M-V/def2-TZVPD.

The charge is +1. The energy above the lowest of the compared OMol25 structures with the same formula, charge and spin comes out at 1.245 eV. The HOMO energy comes out at -13.6778 eV. The frontier orbital gap is 9.1 eV.

Geometry as XYZ:
```
27
C7H18NS, DFT wB97M-V/def2-TZVPD
C 1.00 -0.22 -1.76
C 1.23 -1.49 0.48
C -0.33 -2.38 -1.33
C -0.72 2.72 0.25
C 0.02 1.32 2.23
C 0.34 -0.99 -0.65
C -1.03 1.60 1.15
N -0.84 -0.23 -0.12
S -2.66 1.18 1.51
H 0.39 0.18 -2.56
H 1.71 0.56 -1.40
H 1.71 -0.72 -2.28
H 0.71 -1.31 1.52
H 2.11 -0.84 0.49
H 1.52 -2.44 0.37
H -0.81 -3.00 -0.65
H -1.12 -2.05 -2.13
H 0.38 -2.91 -1.82
H -1.69 3.17 -0.23
H -0.01 2.41 -0.52
H -0.25 3.54 0.82
H -0.24 1.91 3.15
H 1.15 1.54 2.01
H 0.02 0.22 2.42
H -1.59 -0.99 0.04
H -1.25 0.14 -0.99
H -2.65 0.29 2.45
```

---

No. 2
A 5-piece molecular cluster, C25H61N3O7 overall, computed with wB97M-V/def2-TZVPD.

The SMILES is CC1(C)CCCC(C)(C)N1O.COCCNCCOC.COCCNCCOC.CCO.CCO. The HOMO energy comes out at -8.3339 eV. The frontier orbital gap is 9.1 eV.

Geometry as XYZ:
```
96
C25H61N3O7, DFT wB97M-V/def2-TZVPD
C 2.10 -3.36 23.20
C 1.24 -4.23 22.32
O 1.02 -5.45 23.00
H 1.63 -3.14 24.14
H 2.14 -2.39 22.68
H 3.12 -3.74 23.33
H 1.63 -4.41 21.38
H 0.26 -3.78 22.16
H 0.28 -5.93 22.65
C -1.52 -4.58 20.40
C -1.65 -6.11 20.41
O -1.24 -6.65 21.59
H -0.42 -4.23 20.33
H -2.01 -4.05 21.18
H -1.96 -4.20 19.49
H -1.04 -6.50 19.59
H -2.68 -6.37 20.16
H -1.23 -7.61 21.43
C -4.26 -5.91 22.77
C -5.37 -6.80 23.40
C -6.43 -5.88 23.93
C -7.23 -5.13 22.89
C -7.77 -6.08 21.86
C -6.73 -7.06 21.29
N -6.07 -7.70 22.41
O -5.27 -8.78 22.04
C -7.61 -8.05 20.53
C -5.82 -6.51 20.16
C -4.88 -7.69 24.51
H -3.71 -5.46 23.60
H -4.72 -5.11 22.22
H -3.57 -6.55 22.21
H -7.14 -6.55 24.50
H -6.03 -5.19 24.71
H -6.75 -4.31 22.33
H -8.06 -4.63 23.46
H -8.45 -5.61 21.10
H -8.41 -6.76 22.46
H -8.28 -7.61 19.73
H -7.00 -8.80 20.06
H -8.34 -8.58 21.24
H -6.51 -6.24 19.34
H -5.22 -5.66 20.42
H -5.17 -7.20 19.65
H -4.24 -8.41 23.97
H -5.66 -8.09 25.07
H -4.29 -7.19 25.35
H -5.71 -9.51 22.44
C -1.47 -10.17 25.46
O -0.70 -10.17 24.28
C -0.06 -8.99 23.80
C 0.50 -9.37 22.48
N -0.72 -9.64 21.68
C -0.44 -10.33 20.43
C -0.28 -9.40 19.25
O 0.81 -8.59 19.50
C 1.11 -7.79 18.38
H -2.34 -9.49 25.46
H -0.87 -9.88 26.35
H -1.95 -11.13 25.57
H 0.76 -8.62 24.52
H -0.91 -8.25 23.77
H 1.18 -10.23 22.46
H 1.02 -8.53 22.00
H -1.31 -10.29 22.23
H -1.24 -11.02 20.22
H 0.51 -10.91 20.54
H -1.21 -8.85 19.04
H -0.08 -10.12 18.42
H 1.40 -8.48 17.55
H 2.04 -7.21 18.60
H 0.27 -7.19 18.12
C -3.63 -1.91 17.01
O -3.95 -2.12 18.36
C -4.68 -1.00 18.88
C -4.93 -1.34 20.40
N -3.66 -1.20 21.19
C -3.79 -1.06 22.58
C -2.49 -1.34 23.34
O -2.27 -2.70 23.38
C -1.24 -3.00 24.32
H -3.05 -0.96 16.77
H -4.53 -1.84 16.42
H -3.08 -2.80 16.77
H -5.66 -0.89 18.37
H -4.17 -0.09 18.78
H -5.42 -2.35 20.54
H -5.64 -0.67 20.78
H -2.99 -1.88 20.88
H -4.53 -1.71 23.02
H -4.18 -0.01 22.74
H -2.49 -0.98 24.40
H -1.65 -0.87 22.74
H -1.50 -2.92 25.40
H -0.42 -2.27 24.20
H -0.86 -4.01 24.10
```

---

No. 3
An isolated ion of composition C4H11N2O and charge +1, computed with wB97M-V/def2-TZVPD.

The charge is +1. The SMILES is CNC(=O)[C@H](C)[NH3+]. The energy above the lowest of the compared OMol25 structures with the same formula, charge and spin comes out at 1.738 eV. The HOMO energy comes out at -13.9624 eV. The frontier orbital gap is 10.6 eV.

Geometry as XYZ:
```
18
C4H11N2O, DFT wB97M-V/def2-TZVPD
N -1.25 1.79 -0.41
C -0.51 0.47 -0.51
C 0.72 0.42 -1.42
C -0.14 0.25 0.99
N 0.41 -0.88 1.51
C 0.65 -2.11 0.74
O -0.27 1.22 1.73
H -2.09 1.66 0.17
H -0.74 2.35 0.30
H -1.32 2.34 -1.25
H -1.19 -0.37 -0.72
H 1.10 -0.62 -1.73
H 0.45 0.94 -2.34
H 1.65 1.00 -1.14
H 0.39 -1.02 2.59
H 1.73 -2.41 0.79
H 0.32 -1.96 -0.28
H 0.08 -3.05 0.97
```

---

No. 4
C20H28AuN3O4S3 as an isolated structure, computed with wB97M-V/def2-TZVPD.

The charge is +1. Its expectation value of S² is 0.773. The spin multiplicity is 2. The energy above the lowest of the compared OMol25 structures with the same formula, charge and spin comes out at 0.014 eV. The HOMO energy (alpha / beta) comes out at -11.1012 / -11.1011 eV. The frontier orbital gap (alpha / beta) is 7.6 / 5.0 eV.

Geometry as XYZ:
```
59
C20H28AuN3O4S3, DFT wB97M-V/def2-TZVPD
Au -0.92 -1.21 0.38
N -0.35 -2.70 6.20
C -0.30 -1.67 5.36
C 0.95 -1.30 4.76
C 1.00 -0.24 3.93
C -0.18 0.49 3.64
C -1.41 0.13 4.22
C -1.48 -0.93 5.07
S -0.06 1.91 2.54
O 0.35 1.26 1.29
O 0.96 2.70 3.17
O -1.40 2.45 2.50
H -1.22 -2.97 6.65
H 0.47 -3.23 6.44
H 1.83 -1.88 5.01
H 1.93 0.08 3.48
H -2.28 0.74 3.98
H -2.42 -1.21 5.54
C 3.01 -0.55 -4.08
C 3.44 -1.41 -2.90
N 2.83 -0.98 -1.63
C 3.50 0.08 -0.88
C 2.97 1.49 -1.12
C 1.65 -1.46 -1.24
C 1.04 -2.61 -1.99
N 1.02 -0.99 -0.19
H 3.43 -0.95 -5.00
H 3.36 0.48 -3.97
H 1.92 -0.53 -4.17
H 4.52 -1.36 -2.76
H 3.19 -2.45 -3.08
H 4.55 0.03 -1.16
H 3.45 -0.17 0.18
H 3.10 1.78 -2.17
H 3.53 2.20 -0.50
H 1.92 1.59 -0.87
H 1.70 -3.47 -1.98
H 0.83 -2.32 -3.02
H 0.10 -2.88 -1.52
H 1.44 -0.17 0.24
S -4.20 -1.57 1.22
C -2.75 -1.43 0.85
C -0.76 2.36 -3.57
S -0.56 1.10 -2.29
O -0.42 -0.19 -3.03
C -2.23 1.18 -1.66
C -3.25 0.48 -2.30
C -4.54 0.60 -1.82
C -4.81 1.39 -0.70
C -3.78 2.06 -0.06
C -2.47 1.95 -0.53
H -1.55 2.03 -4.25
H 0.19 2.44 -4.09
H -1.02 3.31 -3.10
H -3.01 -0.14 -3.16
H -5.35 0.07 -2.32
H -5.82 1.49 -0.34
H -3.97 2.66 0.82
H -1.66 2.45 -0.02
```

---

No. 5
One molecule with the formula C2H2FIO3, computed with wB97M-V/def2-TZVPD.

The SMILES is O=C(F)O[C@H](O)I. The energy above the lowest of the compared OMol25 structures with the same formula, charge and spin comes out at 0.452 eV. The HOMO energy comes out at -10.2693 eV. The frontier orbital gap is 10.4 eV.

Geometry as XYZ:
```
9
C2H2FIO3, DFT wB97M-V/def2-TZVPD
C -1.02 -1.01 -0.03
C 0.84 0.57 0.21
O 0.23 -0.80 0.28
O -1.94 -0.29 -0.30
O 0.24 1.33 -0.71
F -1.18 -2.38 0.12
I 2.90 0.33 -0.22
H 0.74 1.09 1.22
H -0.81 1.17 -0.57
```

---

No. 6
C3HI2NS as an isolated structure, computed with wB97M-V/def2-TZVPD.

Its expectation value of S² is 2.040. The spin multiplicity is 3. The energy above the lowest of the compared OMol25 structures with the same formula, charge and spin comes out at 0.000 eV. The HOMO energy (alpha / beta) comes out at -6.8982 / -8.0234 eV. The frontier orbital gap (alpha / beta) is 6.6 / 5.7 eV.

Geometry as XYZ:
```
8
C3HI2NS, DFT wB97M-V/def2-TZVPD
C 1.46 -0.14 0.10
C -0.15 1.42 -0.67
C -1.02 -0.93 -0.03
N 0.88 0.95 -0.19
S 0.44 -1.58 0.36
I -1.48 2.73 0.16
I -2.66 -2.20 0.08
H 2.52 -0.25 0.19
```

---

No. 7
C34H28NOS4SiY as an isolated structure, computed with wB97M-V/def2-TZVPD.

The HOMO energy comes out at -6.9144 eV. The frontier orbital gap is 6.7 eV.

Geometry as XYZ:
```
70
C34H28NOS4SiY, DFT wB97M-V/def2-TZVPD
Y 0.49 0.13 0.68
S -3.79 -2.06 0.62
C -3.69 -1.31 -0.94
C -4.54 -1.46 -2.03
C -4.22 -0.79 -3.19
C -3.08 0.02 -3.26
C -2.24 0.17 -2.18
C -2.55 -0.51 -1.00
N -1.81 -0.47 0.17
C -2.33 -1.25 1.09
C -1.69 -1.49 2.40
C -2.26 -2.38 3.31
C -1.60 -2.65 4.49
C -0.39 -2.03 4.77
C 0.15 -1.13 3.86
C -0.46 -0.84 2.64
H -5.41 -2.09 -1.98
H -4.85 -0.89 -4.06
H -2.85 0.53 -4.19
H -1.35 0.79 -2.25
H -3.21 -2.87 3.12
H -2.03 -3.35 5.20
H 0.13 -2.25 5.69
H 1.10 -0.65 4.11
C 2.84 -1.98 -2.12
Si 1.54 -2.17 -0.74
C 2.25 -3.46 0.47
C 0.04 -3.04 -1.55
C -0.29 -2.90 -2.90
C -1.44 -3.46 -3.44
C -2.30 -4.18 -2.63
C -2.01 -4.34 -1.29
C -0.86 -3.76 -0.76
H 3.09 -2.95 -2.55
H 3.75 -1.54 -1.71
H 2.51 -1.33 -2.93
H 2.58 -4.36 -0.07
H 1.52 -3.77 1.22
H 3.11 -3.07 1.01
H 0.37 -2.35 -3.55
H -1.66 -3.33 -4.49
H -3.20 -4.63 -3.05
H -2.66 -4.91 -0.64
H -0.66 -3.89 0.30
O 2.07 1.47 1.07
C 1.96 2.84 0.82
C 2.25 3.09 -0.65
C 2.26 4.27 -1.33
C 2.41 4.10 -2.73
C 2.51 2.78 -3.08
S 2.45 1.76 -1.71
C 2.88 3.61 1.71
C 2.84 4.93 2.04
C 3.90 5.31 2.90
C 4.71 4.26 3.21
S 4.24 2.83 2.40
C 0.48 3.14 1.08
C -0.55 2.92 0.19
C -1.83 2.93 0.82
C -1.73 3.16 2.16
S -0.11 3.32 2.67
H 2.15 5.23 -0.85
H 2.45 4.91 -3.44
H 2.66 2.37 -4.06
H 2.07 5.60 1.69
H 4.04 6.31 3.30
H 5.56 4.26 3.87
H -0.39 2.82 -0.87
H -2.76 2.79 0.30
H -2.54 3.25 2.86
```

---

No. 8
One molecule with the formula C19H25N3O4, computed with wB97M-V/def2-TZVPD.

The SMILES is CCCO[C@H]1CCCN(Cc2nc(-c3ccc(C(=O)OC)cc3)no2)C1. The energy above the lowest of the compared OMol25 structures with the same formula, charge and spin comes out at 3.436 eV. The HOMO energy comes out at -8.5797 eV. The frontier orbital gap is 8.6 eV.

Geometry as XYZ:
```
51
C19H25N3O4, DFT wB97M-V/def2-TZVPD
C -7.73 -2.03 1.21
C -7.01 -1.19 0.16
C -5.57 -1.67 -0.04
O -4.92 -1.00 -1.10
C -3.96 -0.01 -0.79
C -4.48 1.15 0.07
C -3.38 2.20 0.23
C -2.11 1.55 0.80
N -1.64 0.41 0.03
C -2.69 -0.58 -0.14
H -2.31 -1.41 -0.74
H -2.92 -0.96 0.86
C -0.94 0.77 -1.19
C 0.47 1.07 -0.84
N 1.50 0.29 -0.94
C 2.52 1.03 -0.43
N 2.13 2.22 -0.04
O 0.80 2.26 -0.30
C 3.88 0.55 -0.33
C 4.19 -0.74 -0.77
C 5.48 -1.21 -0.67
C 6.48 -0.41 -0.13
C 6.18 0.88 0.31
C 4.88 1.36 0.21
H 4.63 2.35 0.54
H 6.96 1.50 0.72
C 7.85 -0.96 -0.04
O 8.16 -2.07 -0.41
O 8.72 -0.11 0.52
C 10.05 -0.58 0.65
H 10.62 0.23 1.11
H 10.08 -1.47 1.27
H 10.46 -0.82 -0.34
H 5.74 -2.21 -1.00
H 3.40 -1.35 -1.18
H -0.93 -0.09 -1.87
H -1.37 1.63 -1.72
H -1.31 2.28 0.86
H -2.32 1.18 1.81
H -3.71 2.99 0.89
H -3.16 2.64 -0.75
H -5.36 1.59 -0.40
H -4.77 0.78 1.05
H -3.70 0.38 -1.78
H -5.01 -1.58 0.90
H -5.59 -2.73 -0.31
H -7.01 -0.14 0.47
H -7.53 -1.26 -0.80
H -8.76 -1.68 1.33
H -7.76 -3.07 0.91
H -7.23 -1.96 2.17
```

---

Ordered F_max results: 5.35, 3.46, 3.01, 0.17, 3.25, 2.07, 0.56, 1.28; unit eV/A.